--- A ---
C40H40CsN11S2Sb2Se4 as an isolated structure, computed with ωB97M-V/def2-TZVPD.

Positions of all 100 atoms, in Å:
Cs (1.0401, 0.4111, 0.9482)
N (0.9341, -3.4179, -1.9175)
C (0.6407, -2.1839, -1.5130)
N (0.8292, -1.0893, -2.1930)
C (1.3450, -1.1842, -3.4623)
N (1.6491, -0.1783, -4.2345)
N (1.4496, 1.1204, -3.8388)
C (1.7512, 1.4923, -2.6585)
C (1.5737, 2.8995, -2.2685)
C (1.6900, 3.9434, -3.1875)
C (1.4732, 5.2375, -2.7575)
C (1.1550, 5.4600, -1.4242)
C (1.0824, 4.3649, -0.5768)
N (1.2878, 3.1148, -0.9818)
C (1.5597, -2.5284, -4.0312)
C (1.9578, -2.7414, -5.3528)
C (2.1917, -4.0182, -5.8185)
C (2.0299, -5.1136, -4.9635)
C (1.6235, -4.9320, -3.6613)
C (1.3767, -3.6348, -3.1959)
H (0.8107, -4.1783, -1.2150)
H (0.2196, -2.1411, -0.5128)
H (2.1211, 0.8059, -1.9040)
H (1.9307, 3.7075, -4.2144)
H (1.5463, 6.0660, -3.4523)
H (0.9715, 6.4565, -1.0438)
H (0.8309, 4.4880, 0.4722)
H (2.0813, -1.8741, -5.9869)
H (2.5018, -4.1741, -6.8445)
H (2.2202, -6.1159, -5.3282)
H (1.4868, -5.7642, -2.9823)
C (-3.1749, -0.7639, 4.9446)
C (-2.4049, 0.4842, 4.7557)
N (-1.7026, 1.0997, 5.6584)
N (-1.1617, 2.1599, 4.9863)
C (-1.4974, 2.2114, 3.6869)
S (-1.0406, 3.3295, 2.5190)
N (-2.3142, 1.1373, 3.5515)
N (-3.0125, 0.7797, 2.3956)
H (-3.1734, -1.0242, 6.0001)
H (-2.6987, -1.5627, 4.3680)
H (-4.1978, -0.6352, 4.5865)
H (-0.5097, 2.7760, 5.4338)
H (-2.6936, 1.4244, 1.6687)
H (-2.6422, -0.1350, 2.1080)
Se (1.4230, -4.1523, 4.5106)
Sb (1.0258, -3.4950, 2.2092)
Se (-0.9265, -1.8736, 2.1613)
Se (2.9065, -2.2747, 1.1628)
Se (0.3045, -5.3224, 0.7053)
C (-4.8771, -2.7725, 0.7097)
C (-4.1697, -2.4163, -0.5561)
C (-4.6203, -2.0424, -1.8115)
C (-3.4493, -1.7868, -2.5549)
N (-2.3724, -1.9968, -1.8155)
N (-2.8313, -2.3883, -0.6191)
C (-3.3151, -1.3151, -3.9665)
H (-5.6807, -3.4863, 0.5242)
H (-5.3095, -1.8841, 1.1761)
H (-4.1756, -3.2136, 1.4183)
H (-5.6464, -1.9560, -2.1360)
H (-2.1748, -2.5347, 0.1574)
H (-4.2641, -0.9219, -4.3372)
H (-2.9987, -2.1223, -4.6304)
H (-2.5652, -0.5240, -4.0210)
S (-2.4347, 1.0428, -0.9697)
Sb (-3.3745, 3.0056, -1.4232)
C (-5.2927, 2.6447, -2.2423)
C (-5.6827, 1.3157, -2.3639)
C (-6.9280, 1.0126, -2.9003)
C (-7.7763, 2.0310, -3.3110)
C (-7.3864, 3.3589, -3.1865)
C (-6.1439, 3.6666, -2.6501)
C (-3.7939, 4.3497, 0.1519)
C (-3.4335, 5.6912, 0.1361)
C (-3.7568, 6.5078, 1.2122)
C (-4.4414, 5.9859, 2.2996)
C (-4.7957, 4.6439, 2.3196)
C (-4.4708, 3.8261, 1.2491)
C (-2.3827, 4.0105, -3.0038)
C (-1.5341, 3.2099, -3.7620)
C (-0.9732, 3.7022, -4.9326)
C (-1.2486, 4.9993, -5.3391)
C (-2.0822, 5.8084, -4.5755)
C (-2.6571, 5.3133, -3.4137)
H (-5.0101, 0.5255, -2.0391)
H (-7.2327, -0.0224, -2.9955)
H (-8.7465, 1.7908, -3.7288)
H (-8.0507, 4.1528, -3.5056)
H (-5.8460, 4.7050, -2.5488)
H (-2.8624, 6.0973, -0.6898)
H (-3.4588, 7.5490, 1.2055)
H (-4.6828, 6.6216, 3.1423)
H (-5.3044, 4.2254, 3.1786)
H (-4.7174, 2.7702, 1.2909)
H (-1.2991, 2.2010, -3.4342)
H (-0.3087, 3.0652, -5.5028)
H (-0.8092, 5.3862, -6.2507)
H (-2.2938, 6.8233, -4.8903)
H (-3.3292, 5.9452, -2.8444)

The calculation puts the HOMO energy at -1.4387 eV. As for the gap between HOMO and LUMO: 4.6 eV. For the LUMO energy, the calculation gives 3.1 eV. Its charge is -2.

=====

--- B ---
C40H40CsN11S2Sb2Se4 as an isolated structure, computed with ωB97M-V/def2-TZVPD.

Positions of all 100 atoms, in Å:
Cs (1.7177, 0.9220, -1.7537)
N (2.0087, 1.7454, 3.3962)
C (2.1175, 1.4382, 2.1017)
N (3.0358, 1.8868, 1.2910)
C (4.0039, 2.7447, 1.7945)
N (4.8931, 3.2679, 1.0207)
N (4.9863, 2.9196, -0.2837)
C (5.2235, 1.7241, -0.6482)
C (5.2452, 1.3714, -2.0789)
C (5.4937, 0.0526, -2.4875)
C (5.4130, -0.2657, -3.8342)
C (5.0977, 0.7262, -4.7497)
C (4.8860, 2.0082, -4.2602)
N (4.9478, 2.3291, -2.9686)
C (3.9316, 3.1547, 3.2039)
C (4.8359, 4.0405, 3.7921)
C (4.7086, 4.3818, 5.1226)
C (3.6770, 3.8352, 5.8943)
C (2.7736, 2.9588, 5.3371)
C (2.9049, 2.6157, 3.9845)
H (1.2885, 1.2839, 3.9836)
H (1.3742, 0.7555, 1.7082)
H (5.3768, 0.9183, 0.0710)
H (5.7260, -0.7109, -1.7523)
H (5.5990, -1.2802, -4.1695)
H (5.0225, 0.5154, -5.8084)
H (4.6509, 2.8277, -4.9358)
H (5.6245, 4.4563, 3.1765)
H (5.4087, 5.0776, 5.5717)
H (3.5845, 4.1103, 6.9394)
H (1.9534, 2.5217, 5.8971)
C (-4.0105, 2.6361, 2.8673)
C (-3.3970, 3.4323, 1.7816)
N (-4.0441, 4.0737, 0.8712)
N (-3.0736, 4.6852, 0.1431)
C (-1.8264, 4.4381, 0.5662)
S (-0.4204, 5.1497, -0.0345)
N (-2.0281, 3.6287, 1.6285)
N (-0.9973, 3.0126, 2.3336)
H (-5.0934, 2.7552, 2.8466)
H (-3.6131, 2.9157, 3.8396)
H (-3.7744, 1.5951, 2.7036)
H (-3.3040, 5.1722, -0.6940)
H (-1.1744, 3.0261, 3.3339)
H (-0.1489, 3.5164, 2.0960)
Se (-2.0956, -2.5969, 4.5785)
Sb (-0.8190, -0.7642, 3.5838)
Se (1.5551, -1.3793, 3.9121)
Se (-1.5681, -0.3901, 1.2642)
Se (-0.7926, 1.1202, 5.2219)
C (1.7263, -5.0933, 2.3117)
C (2.1172, -4.3948, 1.0449)
C (2.3998, -4.8787, -0.2166)
C (2.6741, -3.7420, -0.9965)
N (2.5706, -2.6349, -0.2773)
N (2.2267, -3.0500, 0.9580)
C (3.0484, -3.6836, -2.4460)
H (2.1768, -6.0905, 2.3483)
H (0.6400, -5.2048, 2.3716)
H (2.0305, -4.5098, 3.1728)
H (2.4130, -5.9106, -0.5410)
H (2.1247, -2.4062, 1.7618)
H (3.4466, -4.6451, -2.7760)
H (3.8011, -2.9092, -2.6102)
H (2.1748, -3.4526, -3.0635)
S (-1.1880, 1.6261, -1.2295)
Sb (-2.3648, -0.3158, -1.0202)
C (-3.1659, -0.5526, -3.0169)
C (-2.8759, 0.2924, -4.0882)
C (-3.3845, 0.0306, -5.3684)
C (-4.1820, -1.0843, -5.5857)
C (-4.4919, -1.9350, -4.5247)
C (-3.9904, -1.6671, -3.2549)
C (-1.5436, -2.3309, -1.2714)
C (-1.6433, -3.3310, -0.3125)
C (-1.2580, -4.6398, -0.6115)
C (-0.7645, -4.9533, -1.8738)
C (-0.6436, -3.9620, -2.8380)
C (-1.0298, -2.6529, -2.5414)
C (-4.4058, -0.0316, -0.3086)
C (-5.2781, 0.6462, -1.1787)
C (-6.6027, 0.8876, -0.8082)
C (-7.0654, 0.4634, 0.4310)
C (-6.2094, -0.2099, 1.2956)
C (-4.8855, -0.4505, 0.9262)
H (-2.2636, 1.1683, -3.9243)
H (-3.1547, 0.7011, -6.1864)
H (-4.5665, -1.2900, -6.5779)
H (-5.1175, -2.8031, -4.6876)
H (-4.2387, -2.3299, -2.4359)
H (-2.0135, -3.0989, 0.6783)
H (-1.3509, -5.4058, 0.1515)
H (-0.4801, -5.9737, -2.1128)
H (-0.2709, -4.2016, -3.8278)
H (-0.9450, -1.8953, -3.3051)
H (-4.9347, 0.9908, -2.1426)
H (-7.2662, 1.4090, -1.4911)
H (-8.0936, 0.6587, 0.7195)
H (-6.5585, -0.5523, 2.2637)
H (-4.2279, -0.9604, 1.6173)

The calculation puts the HOMO energy at -1.7151 eV. As for the gap between HOMO and LUMO: 4.6 eV. For the LUMO energy, the calculation gives 2.9 eV. Its charge is -2.

=====

Which structure is the most stable? The one labeled A.

=====

--- A ---
The molecule C2H4N2S3, computed with ωB97M-V/def2-TZVPD.

Positions of all 11 atoms, in Å:
N (-2.1454, -1.2201, -0.1852)
S (-1.6189, 0.2944, 0.1016)
C (0.1463, 0.1050, 0.1612)
N (0.6905, -1.0353, 0.1307)
S (2.3395, -1.1349, 0.1358)
S (2.5647, 1.0240, -0.1349)
C (0.8836, 1.4100, 0.1347)
H (-2.3502, -2.0345, 0.4613)
H (-2.0461, -1.4192, -1.1387)
H (0.7239, 2.0723, -0.6641)
H (0.8122, 1.9382, 0.9976)

The calculation puts the HOMO energy at -7.9041 eV. As for the gap between HOMO and LUMO: 8.3 eV. For the LUMO energy, the calculation gives 0.4 eV. The SMILES is NSC1=NSSC1.

=====

--- B ---
The molecule C2H4N2S3, computed with ωB97M-V/def2-TZVPD.

Positions of all 11 atoms, in Å:
S (0.0028, -2.4488, -0.2876)
C (0.1496, -0.7251, 0.4201)
S (1.8747, -0.1296, 0.4502)
C (1.3019, 1.2810, -0.4678)
N (0.0547, 1.3179, -0.6800)
N (-0.6518, 0.2174, -0.1838)
S (-2.2865, 0.3465, 0.1781)
H (-0.1542, -2.0151, -1.6230)
H (-0.1403, -0.9674, 1.3806)
H (1.9115, 2.1027, -0.6870)
H (-2.0623, 1.0205, 1.5004)

The calculation puts the HOMO energy at -8.4762 eV. As for the gap between HOMO and LUMO: 9.0 eV. For the LUMO energy, the calculation gives 0.5 eV. The SMILES is S[C@H]1SC=NN1S.

=====

Which structure is the most stable? The one labeled A.